1.
DFT (ωB97M-V/def2-TZVPD) results for a cluster of 2 separate species, CH5Cl2PSi in total.

Each line ends with the Mulliken charge.
Atoms and positions in Å:
C1 1.8192 0.9970 0.3430  -0.9605
Si1 -0.2226 -0.6310 -0.5237  0.5798
P1 -2.5026 -0.1038 -0.3951  -0.2097
Cl1 0.2383 -1.1124 -2.4488  -0.2118
Cl2 0.1934 -2.1810 0.6857  -0.2105
H1 2.3388 0.1262 -0.0376  0.2767
H2 2.1845 1.8626 -0.1121  0.3011
H3 1.6803 1.1631 1.3780  0.2750
H4 -2.9172 -1.0984 0.4463  0.0592
H5 -2.8123 0.9778 0.6643  0.1007

Cartesian forces (eV/Å) of the 3 atoms listed first:
C -1.919 -2.750 -1.364
Si 0.910 3.063 1.257
P -0.179 1.949 0.057

Output
M: 147.02 g mol⁻¹
F_max: 0.0704 Eh/bohr
Electronic energy: -43329.0631 eV
Frontier orbital gap: 8.07 eV
ΔE to the lowest compared entry with this formula, charge and spin: 67.9 kcal per mole
2S+1: 1


2.
DFT (ωB97M-V/def2-TZVPD) results for a cluster of 4 separate species, C25H31Cl2NO12S in total.

Each line ends with the Mulliken charge.
Atoms and positions in Å:
C1 -0.9235 5.1451 1.3876  -0.8824
C2 -1.5516 6.4660 0.9278  -0.4563
S1 -1.9548 6.5692 -0.8284  -0.1056
C3 -3.5527 5.6962 -0.8629  -1.2306
C4 -3.4823 4.2442 -0.4931  1.0393
C5 -4.2679 3.6388 0.4224  0.4136
C6 -5.3378 4.4271 1.1593  -0.4579
Cl1 -6.5952 4.9499 -0.0328  -0.1048
C7 -6.0126 3.7981 2.3968  0.1566
C8 -6.5729 4.9080 3.2835  -1.4636
Cl2 -7.3913 2.7323 1.9926  -0.1771
C9 -4.0603 2.1860 0.6928  0.3734
O1 -4.8674 1.4942 1.2619  -0.5681
C10 -2.7728 1.5623 0.2279  0.5619
N1 -2.5097 0.3058 0.8080  -0.4996
C11 -1.3619 -0.0998 0.9095  0.7381
O2 -0.2927 -0.5255 0.9813  -0.3836
C12 -2.0349 2.1485 -0.7149  -0.9173
C13 -2.4770 3.4388 -1.2696  -0.3048
O3 -2.0676 3.8230 -2.3409  -0.5704
H1 -1.6748 4.4275 1.7176  0.1150
H2 -0.3034 4.7005 0.6096  0.2530
H3 -0.2759 5.3335 2.2480  0.4510
H4 -2.4286 6.7002 1.5366  0.2598
H5 -0.8386 7.2748 1.0931  0.3991
H6 -3.9192 5.7969 -1.8857  0.3683
H7 -4.2236 6.2575 -0.2208  0.4402
H8 -4.9035 5.3668 1.4949  0.2403
H9 -5.2870 3.1980 2.9404  0.5266
H10 -7.4102 5.3943 2.7844  0.3385
H11 -6.9677 4.4716 4.2009  0.4197
H12 -5.8046 5.6392 3.5414  0.3514
H13 -1.1361 1.7175 -1.1430  0.7236
C14 -0.8643 -2.3800 -1.3953  -0.7691
C15 -1.2988 -2.8025 -2.7722  0.5042
C16 -2.7901 -2.7430 -3.0350  -0.4427
O4 -2.9721 -3.7852 -4.0000  -0.3527
C17 -1.9801 -4.6922 -3.8270  0.6127
O5 -1.9450 -5.7636 -4.3366  -0.5351
O6 -1.0367 -4.2025 -2.9882  -0.3662
H14 0.2163 -2.4525 -1.2982  -0.0044
H15 -1.1553 -1.3517 -1.2076  -0.0094
H16 -1.3084 -3.0311 -0.6396  0.4124
H17 -0.7510 -2.2427 -3.5352  0.2334
H18 -3.1265 -1.7943 -3.4448  0.3013
H19 -3.3742 -2.9856 -2.1435  0.3247
C18 4.1551 -3.9421 -3.1071  -1.4926
C19 4.1786 -2.5742 -2.4780  0.6068
C20 4.3377 -2.5543 -0.9721  -0.3927
O7 3.6351 -1.3545 -0.6076  -0.3290
C21 2.7090 -1.1110 -1.5612  0.6407
O8 1.8313 -0.3130 -1.4697  -0.5388
O9 2.9056 -1.9113 -2.6307  -0.3156
H20 4.0398 -3.8689 -4.1875  0.3748
H21 5.0858 -4.4673 -2.8911  0.3845
H22 3.3168 -4.5243 -2.7221  0.3443
H23 4.9357 -1.9436 -2.9513  0.2565
H24 5.3685 -2.5015 -0.6488  0.3032
H25 3.8405 -3.4040 -0.4960  0.2077
C22 6.6141 -5.0617 4.0914  -1.4434
C23 6.8932 -4.1940 2.8926  0.4392
C24 5.7912 -4.1472 1.8534  -0.4979
O10 6.5246 -3.9193 0.6426  -0.2346
C25 7.7810 -4.4165 0.8172  0.5462
O11 8.5700 -4.5550 -0.0566  -0.5258
O12 7.9847 -4.7236 2.1154  -0.3535
H26 7.4523 -5.0391 4.7861  0.3567
H27 5.7230 -4.7095 4.6114  0.3784
H28 6.4628 -6.0971 3.7846  0.3574
H29 7.1716 -3.1830 3.2020  0.2783
H30 5.0754 -3.3438 2.0119  0.3785
H31 5.2626 -5.0999 1.7684  0.3140

Cartesian forces (eV/Å) of the 3 atoms listed first:
C 0.077 0.180 0.267
C 0.172 -0.147 0.201
S -0.097 -0.090 0.001

Output
M: 640.49 g mol⁻¹
F_max: 0.0132 Eh/bohr
SMILES: CCSCC1=C([C@@H](Cl)[C@@H](C)Cl)C(=O)C(N=C=O)=CC1=O.C[C@@H]1COC(=O)O1.C[C@@H]1COC(=O)O1.C[C@@H]1COC(=O)O1
Electronic energy: -88368.1175 eV
Frontier orbital gap: 7.29 eV
2S+1: 1


3.
DFT (ωB97M-V/def2-TZVPD) results for a cluster of 2 separate species, C10H16O in total.

Each line ends with the Mulliken charge.
Atoms and positions in Å:
C1 0.7150 -4.0682 1.6947  -1.3242
C2 0.7979 -2.8879 0.7535  0.5706
C3 1.8072 -1.9331 0.8697  -0.5108
C4 1.9632 -0.9426 -0.0765  -0.5416
C5 0.9998 -0.7629 -1.0668  0.6278
O1 1.1553 0.3426 -1.8574  -0.6221
C6 -0.0624 -1.6341 -1.1489  -0.4217
C7 -0.1220 -2.7247 -0.2629  -0.4404
H1 -0.2690 -4.0969 2.1401  0.3204
H2 1.4468 -3.9873 2.4971  0.3420
H3 0.8544 -4.9904 1.1332  0.3093
H4 2.5550 -2.0510 1.6377  0.3076
H5 2.8501 -0.3249 -0.0819  0.3880
H6 0.3369 0.6222 -2.2967  0.2801
H7 -0.8581 -1.5971 -1.8837  0.3466
H8 -0.9897 -3.3493 -0.4670  0.3109
C8 -1.7410 2.3042 -0.9906  -0.8388
C9 -1.4225 2.8518 0.4011  -0.2321
C10 -0.5370 4.1099 0.2876  -1.0580
H9 -2.1104 3.1135 -1.6204  0.4138
H10 -2.4882 1.5167 -0.9723  0.3476
H11 -0.8367 1.9222 -1.4448  -0.0199
H12 -2.3195 3.0837 0.9670  0.3331
H13 -0.8044 2.1355 0.9420  0.2255
H14 0.5295 3.8776 0.3634  0.2788
H15 -0.7142 4.6647 -0.6283  0.2871
H16 -0.7361 4.8060 1.1109  0.3204

Cartesian forces (eV/Å) of the 3 atoms listed first:
C -0.018 0.457 -0.300
C -0.175 -0.241 0.400
C 0.244 -0.562 -0.574

Output
M: 152.24 g mol⁻¹
F_max: 0.0268 Eh/bohr
SMILES: Cc1ccc(O)cc1.CCC
Electronic energy: -12676.7518 eV
Frontier orbital gap: 9.33 eV
ΔE to the lowest compared entry with this formula, charge and spin: 22.4 kcal per mole
2S+1: 1


4.
DFT (ωB97M-V/def2-TZVPD) results for a structure of composition C16H22N2O3SY.

Each line ends with the Mulliken charge.
Atoms and positions in Å:
Y1 1.3655 1.0918 0.4954  2.0461
C1 4.3665 0.1769 1.7273  -0.7331
O1 3.2672 -0.0930 0.7831  -0.3838
C2 3.7105 -0.4255 -0.5728  -0.6999
C3 3.9118 0.8324 -1.3890  -0.3310
O2 2.6931 1.6341 -1.2352  -0.2416
C4 2.8429 3.0722 -1.4842  -0.2980
C5 1.7134 3.7650 -0.7538  -0.6932
O3 1.6530 3.3237 0.6438  -0.3863
C6 2.5268 4.0827 1.5568  -0.7307
H1 5.0572 -0.6626 1.6987  0.3186
H2 4.8718 1.1015 1.4525  0.3608
H3 3.9265 0.2438 2.7193  0.3058
H4 4.6324 -1.0054 -0.5254  0.5024
H5 2.9389 -1.0741 -0.9987  0.2720
H6 4.7543 1.4287 -1.0381  0.4369
H7 4.0567 0.5825 -2.4404  0.3627
H8 3.8250 3.3765 -1.1215  0.4160
H9 2.7748 3.2673 -2.5549  0.3562
H10 1.8397 4.8472 -0.7897  0.4996
H11 0.7364 3.5356 -1.1909  0.3005
H12 2.3081 5.1415 1.4401  0.3226
H13 2.2756 3.7742 2.5687  0.3168
H14 3.5707 3.8763 1.3267  0.3553
S1 -4.7080 -1.7756 1.3149  -0.0939
C7 -3.1714 -1.1346 1.0057  1.1898
C8 -2.2932 -1.5266 -0.0367  -0.7708
C9 -1.0939 -0.9011 -0.1758  -0.4428
N1 -0.6507 0.0994 0.6464  -0.3124
C10 -1.4999 0.4683 1.6590  -0.1504
C11 -2.7138 -0.0983 1.8674  -1.0560
C12 -4.9526 -2.9591 0.0103  0.0294
C13 -5.5457 -2.5622 -1.1775  0.0293
C14 -5.7458 -3.5415 -2.1452  -0.3896
N2 -5.4013 -4.8142 -1.9823  -0.4946
C15 -4.8592 -5.1756 -0.8231  -0.3867
C16 -4.6121 -4.2889 0.2173  0.0025
H15 -2.5726 -2.3121 -0.7244  0.3826
H16 -0.4329 -1.1939 -0.9872  0.3735
H17 -1.1644 1.2646 2.3214  0.3477
H18 -3.3279 0.2421 2.6908  0.4448
H19 -5.8547 -1.5400 -1.3484  0.4237
H20 -6.2071 -3.2847 -3.0914  0.3871
H21 -4.6168 -6.2262 -0.7132  0.3894
H22 -4.1950 -4.6331 1.1541  0.4225

Cartesian forces (eV/Å) of the 3 atoms listed first:
Y -0.317 -0.107 0.487
C -0.023 -0.117 0.021
O 0.066 0.175 -0.172

Output
M: 411.34 g mol⁻¹
F_max: 0.0115 Eh/bohr
Electronic energy: -37922.9838 eV
Frontier orbital gap: 5.05 eV
ΔE to the lowest compared entry with this formula, charge and spin: 0.0 kcal per mole
Net charge: +3
2S+1: 1